# 1
The following is a quantum chemistry calculation of the ion C6H15N with charge +1 at a distorted geometry, from the OMol25 dataset.

As for the expectation value of S²: 0.75. The calculation puts the total energy at -291.97342 a.u. The value obtained for the gap between HOMO and LUMO (alpha / beta) is 11.2 / 6.4 eV. As for the spin multiplicity: 2. The molar mass comes out at 101.193 g/mol. The charge is +1. The calculation puts the LUMO energy (alpha / beta) at -3.112 / -7.926 eV.

Last column: Löwdin spin population.
Element x y z (Å)
C 0.24 -3.42 -0.21  0.00
C -0.18 -2.00 0.48  0.00
C 0.98 -0.87 0.30  0.01
C 0.69 0.02 -0.98  0.00
C -0.41 1.12 -0.79  0.05
N -0.15 2.03 0.46  0.71
C -1.05 3.10 0.70  0.09
H 0.70 -3.33 -1.12  0.00
H 0.75 -4.10 0.55  0.00
H -0.76 -3.87 -0.40  0.00
H -0.72 -2.11 1.48  0.00
H -0.93 -1.53 -0.11  0.00
H 2.04 -1.35 0.28  0.00
H 1.02 -0.20 1.19  0.00
H 1.68 0.47 -1.16  0.00
H 0.58 -0.85 -1.72  0.00
H -0.34 1.77 -1.65  0.03
H -1.39 0.71 -0.64  0.01
H 0.83 2.23 0.65  0.01
H -0.67 4.08 0.56  0.02
H -1.49 3.02 1.75  0.05
H -1.86 3.16 0.13  0.00

=====

# 2
The following is a quantum chemistry calculation of a cluster of 3 separate species, C6H15N2 in total at a distorted geometry, from the OMol25 dataset.

The calculation puts the total energy at -346.63957 a.u. The value obtained for the gap between HOMO and LUMO is 5.7 eV. The molar mass comes out at 115.200 g/mol. The charge is +1. The calculation puts the LUMO energy at -7.707 eV.

Last column: Mulliken charge in e.
Element x y z (Å)
C 0.97 -1.06 0.05  -0.62
N 2.22 -0.75 -0.54  -0.30
C 3.00 0.28 0.15  -0.97
C -0.23 -0.24 -0.39  -0.18
N -1.45 -0.90 -0.05  -0.24
C -2.53 0.03 -0.04  -0.31
C -1.92 1.35 0.41  -0.73
C -0.46 1.20 -0.10  -0.44
H 0.71 -2.10 -0.14  0.39
H 1.08 -1.00 1.17  0.26
H 2.87 -1.53 -0.53  0.30
H 2.44 1.22 0.22  0.25
H 3.92 0.56 -0.34  0.36
H 3.18 0.05 1.21  0.35
H -0.10 -0.32 -1.49  0.51
H -0.33 -0.22 1.83  0.28
H -0.81 -0.60 1.25  0.13
H -3.26 -0.32 0.70  0.32
H -3.08 0.11 -0.98  0.38
H -2.44 2.08 -0.21  0.34
H -2.14 1.70 1.42  0.32
H 0.35 1.47 0.59  0.33
H -0.45 1.80 -1.00  0.28